A single C3H3ClN2OS molecule in a non-equilibrium geometry, computed with ωB97M-V with the def2-TZVPD basis set.

Calculated values
- Frontier orbital gap (spin up / spin down): 0.302 / 0.252 hartree

The geometry in ORCA input format:
```
! RIJCOSX wB97M-V def2-TZVPD def2/J DEFGRID3
* xyz 0 1
C -1.62 0.66 -1.01
C -0.84 -0.50 -0.88
C 1.23 0.53 -0.14
N -1.45 1.88 -1.20
N 0.39 -0.42 -0.24
O 2.13 -1.18 1.65
S 2.40 0.19 1.19
Cl 1.25 1.44 2.45
H -2.67 0.28 -1.04
H -1.36 -1.42 -0.90
H 0.55 -1.45 0.11
*
```